{"formula": "C39H31F10N4OPS2Sc", "method": "ωB97M-V with the def2-TZVPD basis set", "e_above_lowest_kj_mol": 58.0, "multiplicity": 2, "charge": -2, "orbital_gap_ha": [0.2551, 0.2122], "elements": ["Sc", "C", "C", "N", "N", "C", "S", "S", "C", "C", "C", "C", "C", "C", "C", "C", "C", "C", "C", "C", "C", "O", "H", "H", "H", "H", "H", "H", "H", "H", "H", "H", "H", "H", "H", "H", "C", "C", "C", "C", "N", "C", "C", "H", "H", "H", "H", "H", "H", "H", "F", "P", "F", "F", "F", "F", "F", "F", "C", "C", "C", "C", "C", "C", "C", "C", "N", "H", "H", "H", "H", "H", "H", "F", "C", "F", "F", "C", "C", "C", "C", "C", "C", "C", "C", "H", "H", "H", "H"], "xyz": [[0.168, -0.733, -0.252], [-3.126, -3.023, 0.863], [-3.140, -1.521, 0.900], [-2.642, -0.948, 1.924], [-2.802, 0.415, 2.025], [-1.764, 1.138, 2.164], [-0.073, 0.727, 2.024], [-2.187, 2.782, 2.779], [-1.062, 3.847, 1.841], [-1.679, 4.421, 0.599], [-2.081, 5.752, 0.558], [-2.649, 6.291, -0.588], [-2.825, 5.494, -1.711], [-2.443, 4.159, -1.671], [-1.879, 3.621, -0.525], [-3.690, -0.825, -0.294], [-5.009, -1.011, -0.686], [-5.512, -0.424, -1.837], [-4.655, 0.331, -2.631], [-3.333, 0.512, -2.271], [-2.820, -0.044, -1.089], [-1.572, 0.154, -0.734], [-2.889, -3.421, 1.848], [-4.092, -3.401, 0.518], [-2.369, -3.368, 0.155], [-0.733, 4.642, 2.511], [-0.201, 3.217, 1.611], [-1.941, 6.375, 1.436], [-2.954, 7.331, -0.604], [-3.269, 5.907, -2.609], [-2.597, 3.524, -2.534], [-1.621, 2.567, -0.490], [-5.658, -1.622, -0.066], [-6.547, -0.568, -2.122], [-5.020, 0.772, -3.553], [-2.649, 1.058, -2.908], [2.971, 4.662, -3.324], [2.260, 3.575, -2.568], [2.172, 3.600, -1.183], [1.508, 2.579, -0.524], [0.925, 1.565, -1.155], [0.999, 1.536, -2.486], [1.651, 2.510, -3.223], [3.758, 5.112, -2.717], [2.271, 5.451, -3.607], [3.419, 4.273, -4.239], [2.629, 4.400, -0.614], [1.432, 2.561, 0.558], [0.520, 0.698, -2.982], [1.688, 2.426, -4.302], [-0.356, -1.913, -1.985], [-0.403, -2.329, -3.638], [1.083, -1.728, -3.781], [-1.003, -0.859, -3.935], [-1.885, -2.888, -3.401], [-0.450, -2.708, -5.198], [0.208, -3.759, -3.249], [1.981, -0.875, -0.797], [2.942, -0.441, 2.144], [3.656, 0.635, 1.619], [3.753, 1.862, 2.332], [4.450, 2.927, 1.821], [5.080, 2.817, 0.571], [4.986, 1.622, -0.159], [4.289, 0.555, 0.348], [5.766, 3.943, 0.019], [6.314, 4.857, -0.422], [2.427, -0.342, 3.089], [2.822, -1.363, 1.592], [3.241, 1.949, 3.282], [4.508, 3.861, 2.365], [5.441, 1.561, -1.139], [4.159, -0.346, -0.234], [1.677, -9.017, 4.835], [0.616, -8.863, 4.017], [0.675, -9.879, 3.122], [-0.483, -9.114, 4.771], [0.570, -7.525, 3.363], [1.498, -6.540, 3.671], [1.429, -5.306, 3.050], [0.430, -5.024, 2.109], [-0.501, -6.033, 1.813], [-0.432, -7.264, 2.432], [0.358, -3.757, 1.466], [0.265, -2.657, 0.944], [2.279, -6.739, 4.393], [2.152, -4.536, 3.283], [-1.272, -5.826, 1.084], [-1.156, -8.033, 2.189]], "lowdin_charge": [0.772, -0.036, -0.313, 0.068, -0.072, -1.063, 0.576, 0.852, -0.471, -0.287, -0.065, -0.113, -0.112, -0.070, -0.019, -0.113, -0.055, -0.125, -0.106, -0.027, -0.333, -0.241, 0.075, 0.069, 0.072, 0.067, -0.001, 0.101, 0.088, 0.089, 0.094, 0.098, 0.105, 0.080, 0.091, 0.102, -0.050, -0.268, -0.023, -0.141, 0.031, -0.098, -0.011, 0.068, 0.081, 0.074, 0.111, 0.063, 0.096, 0.112, -0.241, 0.180, -0.147, -0.152, -0.137, -0.152, -0.140, -0.411, 0.067, -0.300, -0.037, -0.049, -0.259, -0.034, -0.022, -0.215, 0.125, 0.049, 0.056, 0.114, 0.112, 0.117, 0.108, 0.114, -0.577, 0.116, 0.116, -0.156, -0.026, -0.022, -0.243, -0.015, -0.024, -0.145, -0.051, 0.110, 0.113, 0.115, 0.118]}